Computed, not measured: a cluster of 16 separate species, C40H122N10O16 in total at a distorted geometry, with ωB97M-V/def2-TZVPD.

Each line ends with the Löwdin charge.
Element x y z (Å)
C: -4.481508 21.249468 19.549088  -0.0679
C: -5.367970 20.032205 19.549084  -0.4452
C: -6.813184 20.406690 19.299906  -0.2146
O: -7.685454 19.300544 19.280490  -0.1784
C: -7.954924 18.782080 20.570996  -0.0958
N: -4.951467 19.145283 18.438853  0.0573
H: -4.448592 21.757629 18.582635  0.0817
H: -3.444503 20.985809 19.790779  0.0604
H: -4.760967 22.000364 20.297028  0.0551
H: -5.246206 19.524736 20.516639  0.1066
H: -6.829670 20.857056 18.302028  0.1342
H: -7.148545 21.205685 19.976316  0.1188
H: -7.046037 18.611205 21.150124  0.0735
H: -8.485133 17.842651 20.423454  0.0872
H: -8.612090 19.461127 21.124523  0.0906
H: -5.629017 18.389859 18.389270  0.0680
H: -4.055179 18.718541 18.651615  0.0670
C: -10.324285 25.570935 23.744374  -0.0635
C: -9.579476 24.398176 24.378824  -0.4411
C: -8.581657 24.915876 25.411980  -0.1864
O: -7.463415 25.452396 24.702887  -0.2247
C: -6.525211 26.127072 25.483062  -0.1102
N: -10.525673 23.447987 24.964403  0.0432
H: -9.641568 26.121955 23.094242  0.0637
H: -10.761506 26.223557 24.500036  0.0755
H: -11.117687 25.184381 23.102908  0.0752
H: -9.016903 23.891761 23.592227  0.1315
H: -8.228238 24.101027 26.059401  0.1156
H: -9.022148 25.670313 26.078894  0.1254
H: -6.016126 26.885862 24.880588  0.0834
H: -5.735395 25.445577 25.836416  0.0741
H: -6.956256 26.630266 26.353346  0.0938
H: -9.969088 22.640125 25.252504  0.0337
H: -10.933152 23.857448 25.800189  0.0700
C: -4.378509 22.588418 24.982050  -0.0149
C: -4.254517 23.554303 23.797000  -0.3860
C: -3.379220 22.997568 22.711481  -0.1683
O: -2.049988 22.819053 23.189851  -0.2187
C: -1.127499 22.663140 22.143013  -0.0841
N: -5.565243 23.747622 23.184043  0.0757
H: -4.840261 23.134829 25.815146  0.0699
H: -3.418010 22.236423 25.359091  0.0692
H: -5.019190 21.749058 24.713060  0.0648
H: -3.824977 24.488487 24.194246  0.1345
H: -3.379406 23.644457 21.824600  0.1207
H: -3.695920 21.997694 22.388521  0.1140
H: -0.089955 22.713976 22.474120  0.0773
H: -1.259772 23.452327 21.392195  0.0966
H: -1.280862 21.689042 21.665462  0.0730
H: -5.494924 24.525943 22.526535  0.0546
H: -6.256317 24.077405 23.859744  0.0698
C: -7.555108 24.777862 20.680577  -0.0470
C: -6.685836 25.435120 19.635319  -0.4458
C: -5.194044 25.360907 19.954642  -0.1972
O: -4.838685 25.841152 21.233725  -0.2212
C: -5.107565 27.201389 21.442624  -0.1013
N: -6.863439 24.821218 18.304859  0.0404
H: -7.594249 25.416770 21.568735  0.0676
H: -7.194322 23.797106 20.995068  0.0687
H: -8.588696 24.657821 20.348933  0.0859
H: -6.959038 26.500324 19.572161  0.1296
H: -4.669659 25.926826 19.170044  0.1284
H: -4.899277 24.313556 19.866129  0.1115
H: -6.169731 27.412595 21.598838  0.0890
H: -4.719288 27.855604 20.652899  0.0955
H: -4.579845 27.492747 22.355281  0.0855
H: -7.848770 24.848141 18.062049  0.0717
H: -6.420580 25.418541 17.611682  0.0710
C: 6.314235 24.984005 23.947967  -0.0634
C: 5.991342 24.351097 22.590883  -0.4242
C: 4.514059 23.996736 22.523041  -0.2434
O: 3.731760 25.077920 22.936858  -0.1720
C: 2.378192 24.754548 22.976490  -0.1191
N: 6.417199 25.285838 21.538960  0.0376
H: 7.389459 24.918081 24.135112  0.0776
H: 5.781614 24.505398 24.767182  0.0793
H: 6.111064 26.055241 23.961587  0.0762
H: 6.561219 23.422992 22.515332  0.1328
H: 4.291446 23.089162 23.108621  0.1171
H: 4.256086 23.729064 21.478606  0.1219
H: 2.017742 24.413210 21.993794  0.0795
H: 1.757385 25.594898 23.283562  0.0933
H: 2.175627 23.966034 23.719439  0.0825
H: 6.031569 26.200094 21.759828  0.0682
H: 5.958438 25.045303 20.663378  0.0652
C: -1.328558 19.342833 24.241563  -0.0277
C: -2.026895 18.339068 23.321097  -0.4205
C: -3.099519 18.944302 22.424385  -0.2024
O: -4.124822 19.623865 23.111049  -0.2197
C: -4.751214 18.866255 24.129917  -0.0880
N: -1.064789 17.638284 22.463249  0.0637
H: -0.867622 20.143001 23.652682  0.0540
H: -0.516452 18.830122 24.758620  0.0875
H: -2.005488 19.838450 24.938944  0.0553
H: -2.523343 17.594254 23.950306  0.1291
H: -3.494719 18.112607 21.821465  0.1297
H: -2.663023 19.667956 21.728767  0.1052
H: -4.108537 18.702531 25.000976  0.0762
H: -5.039673 17.875073 23.753733  0.1039
H: -5.640921 19.418041 24.425763  0.0796
H: -0.464532 18.347580 22.052960  0.0249
H: -0.484568 17.032295 23.028977  0.0768
C: -1.984695 16.219071 28.244628  -0.0630
C: -2.011054 17.187843 29.423841  -0.4471
C: -2.721530 18.472675 29.064865  -0.2332
O: -1.945290 19.189322 28.137878  -0.1797
C: -2.606420 20.327729 27.647601  -0.1243
N: -2.609023 16.632573 30.634939  0.0283
H: -2.975125 15.870221 27.954687  0.0780
H: -1.330014 15.374421 28.471958  0.0729
H: -1.520319 16.717489 27.386529  0.0693
H: -0.982652 17.454301 29.683075  0.1411
H: -2.885410 19.075438 29.972925  0.1287
H: -3.736636 18.260318 28.686335  0.1337
H: -3.421422 20.149754 26.936405  0.0772
H: -1.864157 20.929921 27.118883  0.0733
H: -2.932352 20.944771 28.495309  0.0896
H: -2.165382 15.746569 30.855270  0.0687
H: -3.582981 16.378013 30.490958  0.0725
C: 1.554721 18.726088 18.493678  -0.0576
C: 0.956814 18.882938 19.858550  -0.4428
C: 1.945429 19.459219 20.860485  -0.1678
O: 1.227407 19.761914 22.073805  -0.2395
C: 1.985738 20.514153 22.980544  -0.1166
N: -0.275796 19.674917 19.773341  0.0811
H: 1.896136 19.676750 18.078976  0.0757
H: 0.779000 18.346375 17.822825  0.0859
H: 2.368032 18.000796 18.449088  0.0825
H: 0.661669 17.917368 20.287277  0.1285
H: 2.390466 20.383478 20.468796  0.1171
H: 2.724375 18.744231 21.146294  0.1348
H: 2.569433 19.856782 23.644474  0.0964
H: 1.276519 20.991377 23.661453  0.0719
H: 2.682912 21.233737 22.546114  0.0725
H: -0.501288 20.033174 20.692162  0.0252
H: -0.121082 20.453297 19.138299  0.0367
C: -1.083180 22.426466 14.807829  -0.0746
C: -0.747528 21.843653 16.168461  -0.4488
C: 0.077953 22.789134 16.994077  -0.2169
O: 0.493322 22.151319 18.176349  -0.2182
C: 1.086037 23.030181 19.089440  -0.1122
N: -1.974647 21.428302 16.868221  0.0671
H: -0.180291 22.706382 14.253190  0.0766
H: -1.718470 23.313236 14.847964  0.0798
H: -1.586236 21.678045 14.194713  0.0773
H: -0.116674 20.967584 15.942057  0.1383
H: -0.518824 23.689401 17.226438  0.1377
H: 0.905611 23.175394 16.383427  0.1331
H: 0.401164 23.843626 19.371509  0.0904
H: 2.021693 23.470979 18.727011  0.0952
H: 1.305089 22.500391 20.020567  0.0694
H: -1.767962 21.427302 17.862895  0.0429
H: -2.204577 20.465112 16.653856  0.0780
C: -5.073932 30.277669 26.481502  -0.0626
C: -3.596576 30.313064 26.854661  -0.4446
C: -2.845812 29.094839 26.393274  -0.2312
O: -3.292322 27.983382 27.141118  -0.1842
C: -2.862543 26.754211 26.573408  -0.1028
N: -2.884113 31.510997 26.381069  0.0282
H: -5.650025 29.611606 27.125234  0.0736
H: -5.230151 29.926373 25.452218  0.0741
H: -5.527645 31.270189 26.511344  0.0705
H: -3.541899 30.362005 27.946444  0.1412
H: -1.783405 29.234722 26.628897  0.1295
H: -2.990470 28.966539 25.311058  0.1252
H: -3.165476 26.721857 25.520455  0.0804
H: -3.360561 25.954211 27.112537  0.0681
H: -1.778772 26.653850 26.682329  0.0903
H: -3.348176 32.335796 26.746655  0.0670
H: -2.983602 31.596679 25.371445  0.0709
O: -8.383273 21.439182 25.331209  -0.0688
H: -7.725383 21.625272 26.017179  -0.0069
H: -7.891698 21.167884 24.541900  0.0050
O: -6.998410 21.766749 27.778194  -0.0427
H: -7.427705 22.039702 28.593413  0.0576
H: -6.076148 22.001121 27.923200  0.0163
O: -2.072711 23.772723 27.527804  -0.0760
H: -1.303307 23.542599 28.055625  0.0568
H: -1.703812 24.125718 26.693555  -0.0057
O: -0.892145 24.261761 25.108127  -0.0582
H: -0.217209 23.606048 25.312334  0.0535
H: -1.438733 23.823588 24.418687  0.0190
O: -6.762386 21.157636 22.922622  -0.0813
H: -6.576838 22.120877 22.911509  0.0093
H: -5.957140 20.758933 22.570318  0.0117
O: -4.582592 23.590365 28.899421  -0.0678
H: -4.269508 24.301488 29.465146  0.0408
H: -4.004221 23.657337 28.126105  -0.0159

Force components x, y, z for each atom (eV/Å):
0.6 0.8 0.2
0.4 -0.4 -0.3
0.1 0.7 -0.4
0.1 -0.1 0.1
-0.4 0.1 -0.2
-0.2 0.0 0.4
-0.2 -0.2 -0.1
0.0 -0.2 -0.1
-0.3 -0.2 0.0
-0.2 0.1 0.1
-0.2 -0.2 0.0
0.0 -0.3 0.3
0.0 -0.1 0.0
0.1 -0.1 0.0
0.1 0.0 0.1
0.0 0.0 -0.1
0.0 0.0 0.0
0.2 -0.4 -0.5
-0.5 0.5 0.4
0.6 -0.5 0.0
-0.6 0.3 -0.2
0.8 0.1 0.3
0.4 0.0 0.0
0.0 0.3 0.2
0.0 0.1 0.0
-0.1 0.0 0.1
0.0 -0.2 0.1
-0.1 -0.1 -0.1
-0.1 0.1 -0.2
-0.2 0.0 -0.1
-0.2 0.0 0.1
-0.1 -0.1 0.0
-0.3 0.0 0.0
-0.1 0.0 0.0
-0.2 0.5 0.2
-0.3 -0.5 0.6
0.4 -0.7 -0.5
0.5 0.6 0.3
-0.1 -0.2 -0.7
-0.3 0.5 0.0
-0.1 -0.2 -0.1
0.1 0.0 -0.2
0.1 -0.1 0.0
0.1 0.0 -0.3
0.0 0.2 0.1
-0.5 0.2 0.1
-0.1 0.0 0.5
0.0 -0.1 0.0
0.0 0.1 -0.1
0.0 -0.3 0.0
0.2 -0.1 0.1
-0.2 0.0 0.4
-0.1 0.4 -0.5
-0.4 0.0 -0.6
0.1 -0.2 -0.2
0.2 0.6 0.6
0.0 0.2 0.1
0.0 -0.1 0.1
0.1 0.0 -0.2
0.0 0.1 -0.2
0.0 0.0 0.2
0.2 0.0 0.1
0.2 0.0 0.3
0.0 -0.1 -0.1
-0.1 -0.2 -0.2
-0.1 -0.1 0.0
0.0 -0.2 0.1
0.1 -0.2 0.0
0.7 0.0 0.0
-0.2 0.6 0.5
0.0 -0.6 -0.7
0.0 0.5 0.2
-0.8 -0.4 0.1
-0.3 -0.1 -0.1
-0.1 -0.2 0.0
0.0 0.0 0.0
-0.4 -0.1 0.0
0.0 0.0 -0.2
0.1 0.2 0.2
0.0 0.1 0.1
0.0 0.0 0.1
0.4 0.3 -0.1
0.1 -0.1 -0.2
0.1 0.0 0.1
0.2 -0.2 0.0
-0.1 0.3 -0.4
0.3 0.0 0.3
0.2 -0.4 -0.2
-0.1 0.3 0.2
-0.1 -0.3 -0.1
-0.5 0.2 -0.1
-0.1 -0.1 -0.1
-0.1 0.1 0.3
0.0 -0.2 0.1
0.1 -0.1 -0.1
-0.1 0.1 0.0
0.0 0.0 0.0
0.0 0.2 0.0
-0.1 0.1 0.0
0.0 -0.1 0.1
0.1 -0.3 0.1
0.1 0.1 0.0
0.8 0.3 -0.2
-0.1 -0.3 -0.1
-0.4 0.2 0.5
-0.2 -0.3 -0.5
0.6 0.9 0.3
-0.2 -0.3 0.2
-0.1 0.0 0.1
-0.2 -0.2 0.1
-0.2 0.0 0.0
0.0 0.0 -0.1
0.2 -0.1 0.0
0.2 -0.1 -0.3
-0.1 -0.4 0.3
0.0 -0.1 0.0
-0.4 0.0 -0.2
0.2 0.1 0.1
0.0 0.2 -0.2
-0.1 -0.4 -0.7
-0.5 -0.1 1.0
-0.2 0.2 0.7
0.3 0.4 -0.9
-0.1 -0.6 1.3
0.3 -0.1 -0.3
0.0 0.1 0.1
0.0 0.1 0.0
0.1 0.1 0.2
0.1 -0.2 -0.4
0.1 0.0 0.0
0.2 0.0 -0.4
0.2 0.0 -0.3
0.1 0.3 -0.2
-0.3 0.1 -0.3
0.0 0.1 -0.1
-0.1 0.1 0.2
0.1 0.3 -0.5
-0.1 -0.9 -0.6
-0.5 0.8 -0.4
0.2 0.0 0.0
0.0 0.4 0.7
0.5 0.4 0.3
0.0 -0.1 0.1
-0.1 -0.1 0.2
-0.1 0.0 0.1
0.1 0.1 0.3
-0.1 -0.2 0.2
0.3 -0.3 0.2
0.0 0.0 -0.2
-0.1 0.0 -0.2
0.0 -0.2 -0.2
-0.2 -0.1 0.0
-0.1 0.1 -0.1
-0.4 -0.2 -0.5
-0.3 0.8 0.4
0.5 -0.1 0.8
-0.5 -0.3 -0.4
-0.2 0.6 0.2
-0.2 0.0 -0.3
0.1 0.0 0.0
0.2 0.0 0.1
0.1 0.0 0.3
0.1 -0.2 0.0
0.1 0.1 -0.4
0.1 -0.2 0.0
0.2 -0.2 -0.1
0.0 0.0 0.1
0.0 -0.1 -0.2
0.1 0.0 0.1
0.1 -0.1 0.0
0.1 0.0 -0.1
-0.1 -0.1 0.1
0.1 0.0 0.0
0.2 0.0 0.0
-0.1 0.0 0.0
0.2 0.2 0.1
0.0 0.1 0.0
-0.1 0.0 0.1
-0.1 -0.1 -0.1
0.1 0.1 0.1
0.1 0.0 0.0
0.0 0.0 0.0
-0.3 0.1 -0.1
0.3 -0.2 -0.1
0.1 -0.1 0.1
-0.2 0.0 -0.2
-0.1 0.0 0.1
0.3 -0.1 0.1

Frontier orbital gap (eV): 8.7623
E_HOMO (eV): -8.6963
Charge: 0
Molecular weight (g/mol): 999.47
Relative energy (zero: lowest compared OMol25 entry of this formula, charge and spin) (kJ/mol): 0.0
Energy (Eh): -3348.4885
LUMO energy (Ha): 0.002